(1)
C3H4BrN | ωB97M-V/def2-TZVPD

Geometry as XYZ:
```
9
Properties=species:S:1:pos:R:3
H 0.329 0.045 1.385
C 0.771 -2.203 -0.468
C -0.063 0.431 0.396
H -0.219 1.452 0.376
H 1.062 0.267 -1.514
Br 2.756 0.075 0.244
C 1.073 -0.087 -0.531
H -0.919 -0.075 0.104
N 1.000 -3.306 -0.672
```

Values from the calculation:
Highest occupied orbital energy: -10.89 eV
ΔE to the lowest compared entry with this formula, charge and spin: 2.752 eV
Multiplicity: 1
E_tot: -74705.0749 eV

(2)
C3H4BrN3O | ωB97M-V/def2-TZVPD

Geometry as XYZ:
```
12
Properties=species:S:1:pos:R:3
H -1.786 0.247 1.183
C 0.990 -1.109 -1.256
H 0.630 -1.643 -0.309
C -1.922 -0.030 -2.234
H 0.134 1.132 -0.749
Br 2.865 -1.220 -1.385
N 0.463 -0.474 -2.238
N -0.800 -0.260 -2.527
C -0.208 0.947 0.220
H 0.305 1.044 1.251
N -1.405 0.506 0.169
O -3.081 0.225 -2.209
```

Values from the calculation:
Highest occupied orbital energy: -9.69 eV
ΔE to the lowest compared entry with this formula, charge and spin: 3.346 eV
Multiplicity: 1
E_tot: -79732.1392 eV
SMILES string: O=C=N/N=C/Br.C=N

(3)
C3H4BrNO | ωB97M-V/def2-TZVPD

Geometry as XYZ:
```
10
Properties=species:S:1:pos:R:3
Br -0.988 -0.294 0.347
C 0.950 -1.387 -0.548
H 0.695 -2.391 -0.317
H 0.904 -1.395 -1.589
H -1.702 1.393 -1.502
C 2.854 0.039 0.103
N 1.955 -0.775 0.087
H -0.308 2.093 -0.325
O 3.681 0.823 0.389
C -1.189 1.425 -0.495
```

Values from the calculation:
Highest occupied orbital energy (spin up / spin down): -7.20 / -8.51 eV
ΔE to the lowest compared entry with this formula, charge and spin: 4.356 eV
Multiplicity: 1
E_tot: -76751.1639 eV

Which of these has the lowest E_tot?
C3H4BrN3O